No. 1
A structure of composition C34H41BGeN13O4SeTi, computed with ωB97M-V/def2-TZVPD.

The charge is 0. As for the spin multiplicity: 2. For the energy, the calculation gives -7685.86396 a.u. The value obtained for the HOMO energy (alpha / beta) is -7.310 / -7.358 eV. As for the expectation value of S²: 0.75.

Structure (XYZ):
```
96
Properties=species:S:1:pos:R:3:forces:R:3
Ti -1.1064 0.4508 -0.2008 -0.30 -0.41 1.08
C -2.6705 -2.7515 2.3397 -0.02 0.06 0.05
C -2.3373 -2.1719 1.1200 -0.01 -0.07 -0.14
N -1.9525 -0.9105 1.2887 0.04 -0.15 -0.04
N -1.9996 -0.6650 2.6190 0.18 0.07 0.04
C -2.4397 -1.7542 3.2652 -0.04 -0.06 0.03
B -1.6199 0.7252 3.1872 0.04 -0.01 -0.18
N -0.2014 1.1796 2.7102 -0.09 0.00 -0.02
C 0.7532 1.7115 3.4924 0.05 -0.05 0.05
C 1.7383 2.2435 2.6901 -0.04 -0.04 0.02
C 1.2900 1.9951 1.3955 0.09 0.04 -0.09
N 0.1264 1.3546 1.4094 0.00 -0.16 -0.12
N -2.6243 1.7401 2.5849 0.17 0.04 0.06
C -3.6404 2.4855 3.0585 -0.03 -0.02 0.01
C -4.1813 3.2003 2.0140 0.01 -0.01 0.02
C -3.4269 2.8103 0.9046 -0.03 0.04 -0.08
N -2.4989 1.9313 1.2496 -0.03 -0.26 -0.05
N -1.5561 0.6399 4.7082 -0.15 -0.11 -0.03
C -2.1052 1.3649 5.7113 0.03 0.08 0.02
C -1.6513 0.8627 6.9042 0.00 -0.01 0.00
C -0.8003 -0.1907 6.5274 0.06 -0.01 0.04
N -0.7386 -0.3205 5.2156 -0.06 0.03 -0.02
H -3.0174 -3.7518 2.5259 0.00 -0.02 0.01
H -2.3266 -2.5998 0.1326 -0.02 0.05 0.03
H -2.5470 -1.7552 4.3345 0.02 0.00 0.02
H 0.6776 1.6615 4.5643 -0.01 0.03 0.01
H 2.6456 2.7319 2.9953 0.01 0.02 0.01
H 1.7618 2.2631 0.4666 -0.02 -0.03 -0.01
H -3.9387 2.4573 4.0892 -0.03 -0.02 -0.02
H -5.0025 3.8933 2.0506 -0.01 0.01 0.00
H -3.5159 3.1251 -0.1207 -0.02 -0.05 -0.01
H -2.7488 2.2044 5.5300 0.02 0.00 0.01
H -1.9013 1.2023 7.8935 0.02 0.02 0.01
H -0.2251 -0.8523 7.1557 0.00 -0.02 0.01
N -3.0491 -1.5382 -1.9862 -0.02 -0.08 0.03
N -1.9493 -2.0366 -2.6846 0.01 -0.02 -0.10
C -0.6563 -1.7003 -2.3341 0.31 0.15 0.00
O 0.2631 -1.9721 -3.0944 -0.07 -0.02 -0.07
O -0.4970 -1.1281 -1.1758 -0.36 0.17 0.35
H -3.7521 -2.2586 -1.8909 0.02 0.01 0.00
H -3.4453 -0.7164 -2.4242 0.02 0.07 0.00
H -2.0449 -2.3227 -3.6475 -0.04 0.04 0.01
C 2.2066 -1.9670 -5.9640 0.02 0.00 -0.05
O 2.8080 -0.8142 -6.5473 -0.02 0.00 0.01
C 2.1265 0.3494 -6.4662 -0.07 -0.02 0.08
C 0.8264 0.4634 -5.9644 0.05 0.03 -0.18
C 0.2419 1.7137 -5.8566 -0.22 -0.01 -0.07
C 0.9278 2.8645 -6.2369 0.59 0.41 0.82
C 2.1830 2.7239 -6.8222 0.18 0.02 0.10
C 2.7887 1.4878 -6.9222 -0.02 0.03 -0.03
N 0.5031 4.2330 -6.0655 -1.09 -1.10 -1.69
N -0.4830 4.5458 -5.3723 1.17 1.33 1.51
C -0.8452 3.8873 -4.1735 -0.41 -0.77 -0.48
C -2.1838 3.9133 -3.8800 -0.27 -0.23 -0.04
C -2.7713 3.0558 -2.9258 -0.04 0.30 -0.05
C -1.9851 2.2121 -2.1822 0.18 -0.20 -0.07
O -2.4452 1.2935 -1.3488 0.22 0.42 -0.30
C -0.5589 2.3107 -2.3497 -0.11 0.05 -0.14
N 0.1705 1.4655 -1.5722 0.10 0.29 -0.53
C 1.4597 1.3329 -1.7967 -0.01 0.07 0.04
C 2.1446 2.1780 -2.6824 -0.06 -0.11 0.05
C 1.4371 3.1034 -3.4001 -0.02 0.06 -0.04
C 0.0264 3.1319 -3.3230 0.17 0.18 -0.05
H 2.9473 -2.7576 -6.0420 -0.01 0.00 -0.01
H 1.3096 -2.2578 -6.5161 0.00 -0.01 0.01
H 1.9496 -1.7986 -4.9182 -0.04 0.00 0.03
H 0.2755 -0.4092 -5.6450 0.01 0.00 0.06
H -0.7605 1.7834 -5.4556 0.00 -0.03 0.01
H 2.6957 3.6178 -7.1551 0.00 0.00 0.00
H 3.7832 1.3811 -7.3334 0.00 -0.01 -0.03
H -2.8088 4.5419 -4.5024 -0.05 -0.06 -0.02
H -3.8469 3.0168 -2.8105 0.00 0.03 0.01
H 1.9670 0.5526 -1.2394 0.01 0.05 0.04
H 3.2150 2.0834 -2.7944 0.01 0.02 0.03
H 1.9593 3.7927 -4.0487 -0.03 -0.03 -0.04
C 3.3438 -3.4887 5.2980 0.04 -0.01 0.09
Ge 2.1272 -3.6114 3.7735 0.06 -0.05 0.06
C 0.3541 -4.1496 4.3699 -0.10 -0.03 0.00
C 2.8155 -4.9364 2.5206 0.04 -0.06 -0.08
C 1.9687 -1.8395 2.9674 0.03 0.14 -0.04
Se 1.1792 -1.8502 1.1849 -0.05 -0.14 0.09
C 2.7987 -2.1291 0.1597 0.04 0.00 -0.02
H 3.4501 -4.4578 5.7868 0.00 -0.01 0.01
H 2.9718 -2.7751 6.0341 0.01 0.01 0.00
H 4.3320 -3.1626 4.9714 0.01 0.01 0.01
H 0.3981 -5.0995 4.9039 -0.01 0.00 0.01
H -0.3068 -4.2629 3.5099 -0.02 0.01 0.00
H -0.0711 -3.3905 5.0280 -0.01 0.01 0.00
H 2.7191 -5.9317 2.9562 0.01 -0.01 0.00
H 3.8691 -4.7660 2.2966 0.00 0.01 -0.02
H 2.2466 -4.9142 1.5907 0.00 -0.01 -0.01
H 2.9151 -1.2979 2.9296 -0.01 0.02 0.01
H 1.2754 -1.2626 3.5844 0.03 0.04 0.00
H 3.2854 -3.0535 0.4615 0.01 0.00 -0.02
H 3.4794 -1.2892 0.2962 0.01 -0.01 -0.01
H 2.4969 -2.2008 -0.8849 -0.01 0.01 0.00
```
Forces are in eV/Å.

No. 2
A structure of composition C34H41Br2Cl3N7O5PReSeSi, computed with ωB97M-V/def2-TZVPD.

The charge is +2. As for the spin multiplicity: 2. For the energy, the calculation gives -11717.93386 a.u. The value obtained for the HOMO energy (alpha / beta) is -11.780 / -11.561 eV. As for the expectation value of S²: 0.95.

Structure (XYZ):
```
96
Properties=species:S:1:pos:R:3:forces:R:3
Re -0.2619 -0.1651 0.6166 0.75 0.37 -0.10
Br -3.6355 -4.0839 0.5597 0.01 -0.03 0.03
C -4.0126 -2.2497 0.5302 -0.07 0.06 0.04
C -5.3363 -1.8080 0.3450 0.00 0.01 -0.01
C -5.6472 -0.4747 0.3132 0.03 -0.02 0.00
Br -7.4376 0.0604 0.0783 -0.02 0.00 0.00
C -4.6249 0.4990 0.4419 0.03 -0.02 -0.06
C -4.8129 1.8955 0.4392 0.00 0.04 0.00
C -3.7253 2.7188 0.5607 -0.03 -0.03 -0.02
C -2.4462 2.1609 0.6613 -0.05 -0.02 -0.12
N -2.2143 0.8603 0.6560 0.26 0.31 0.28
C -3.3022 0.0272 0.5826 0.01 0.07 0.18
C -2.9855 -1.3424 0.6880 -0.01 -0.22 -0.01
O -1.7331 -1.6427 0.9214 -0.17 0.26 -0.25
H -6.1187 -2.5455 0.2283 0.00 0.00 0.01
H -5.8123 2.3010 0.3546 0.00 -0.01 -0.02
H -3.8365 3.7939 0.5754 0.01 0.00 0.00
H -1.5869 2.7950 0.7493 0.03 0.00 -0.04
C -2.6670 0.0302 5.5846 0.00 -0.03 0.01
C -1.5249 -0.3106 4.6928 0.03 -0.08 0.07
C -0.4100 -1.0965 4.8887 -0.06 0.05 0.09
C 0.2962 -1.0842 3.6814 -0.09 0.19 -0.13
N -0.3420 -0.3264 2.7818 -0.02 -0.39 0.43
N -1.4533 0.1233 3.4244 0.20 0.00 -0.01
C 1.5732 -1.7888 3.3898 -0.05 -0.01 -0.01
H -2.3340 0.0958 6.6178 0.00 0.02 0.00
H -3.4307 -0.7466 5.5296 -0.01 0.01 0.00
H -3.1258 0.9791 5.3072 0.01 0.01 0.01
H -0.1347 -1.6191 5.7885 -0.01 0.01 0.02
H -2.0803 0.7614 2.9666 -0.02 -0.06 -0.05
H 2.0327 -2.1067 4.3237 0.03 0.01 -0.01
H 2.2643 -1.1367 2.8592 0.01 -0.01 0.01
H 1.3981 -2.6761 2.7805 0.01 -0.01 0.01
C -0.4102 4.5148 2.4698 0.00 -0.03 0.00
C -0.0792 4.5203 0.9955 0.21 -0.02 0.14
O 0.7925 3.4239 0.5980 -0.22 0.13 -0.15
P 0.9858 1.8828 0.8982 -0.72 -0.61 0.16
O 2.0328 1.6643 -0.5072 -0.30 0.57 0.23
C 1.1596 2.0005 -1.7206 0.29 -0.10 0.32
C 1.9914 2.8743 -2.6143 0.06 -0.07 -0.06
O 1.7863 1.8753 2.2300 0.30 0.11 0.13
C 2.7273 2.8640 2.7626 0.02 -0.10 -0.07
C 2.5401 2.9262 4.2555 0.02 -0.01 0.00
H -1.2088 5.2322 2.6593 0.01 0.01 0.02
H 0.4494 4.8039 3.0714 0.01 -0.02 0.00
H -0.7480 3.5311 2.8069 -0.05 0.01 -0.02
H 0.4840 5.4073 0.7146 -0.02 0.03 0.03
H -0.9663 4.4880 0.3655 0.01 0.01 -0.04
H 0.3002 2.5422 -1.3340 0.06 0.08 -0.09
H 1.5371 -0.0035 -2.1091 0.66 -0.40 0.36
H 2.4327 3.6804 -2.0314 -0.04 0.02 0.02
H 1.3492 3.3072 -3.3809 0.06 -0.01 -0.04
H 2.7966 2.3182 -3.0968 0.00 -0.01 0.01
H 2.5536 3.8186 2.2692 -0.02 0.01 0.02
H 3.7191 2.5030 2.4954 0.01 0.03 -0.02
H 1.5310 3.2396 4.5209 0.00 0.00 -0.01
H 3.2466 3.6434 4.6736 0.00 0.00 0.01
H 2.7328 1.9538 4.7069 -0.01 0.00 0.00
N -4.2052 -0.6965 -3.2867 -0.02 -0.10 0.03
C -3.0889 -0.6291 -4.0627 0.13 0.04 0.09
O -3.0869 -0.9503 -5.2334 -0.05 -0.02 -0.11
C -1.8312 -0.1551 -3.4141 0.09 0.07 -0.61
C -0.7730 0.3169 -4.2650 -0.55 -0.28 0.07
C 0.3853 0.7173 -3.7344 0.32 0.06 0.52
C 0.6238 0.6793 -2.2662 -1.33 0.25 -0.30
N -0.4411 0.1132 -1.4477 -0.42 0.13 -1.35
C -1.5891 -0.2606 -2.0851 0.75 -0.12 0.34
H -5.0596 -0.9878 -3.7324 0.00 -0.01 0.01
H -4.2572 -0.2948 -2.3686 -0.01 0.06 -0.03
H -0.9405 0.3171 -5.3341 -0.02 0.02 0.00
H 1.2101 1.0366 -4.3568 -0.03 0.09 -0.02
H 2.1031 -1.4396 -2.3264 -0.30 0.32 -0.40
H -2.3248 -0.7362 -1.4555 0.00 -0.01 0.03
Cl 3.7929 0.0382 1.0379 0.13 0.04 -0.39
Si 2.1113 -0.2024 -0.1355 -0.99 1.93 1.32
Cl 2.8493 -2.0586 -1.1644 3.37 -1.92 1.47
Cl 4.9196 -0.9184 -2.8130 -0.26 -0.08 0.17
C 4.1257 -3.4865 1.0238 -0.30 -0.50 -0.24
N 3.6188 -2.6167 -0.0109 -0.12 1.11 -0.40
C 1.4567 -2.9909 -1.3957 -2.34 -0.72 -1.66
Se 0.3457 -2.7902 0.0716 -0.15 -0.43 -0.31
N 1.1722 -3.5619 -2.5978 0.90 -0.19 1.64
C 2.0947 -3.6124 -3.6430 -0.27 0.46 -0.71
C 1.8229 -3.6949 -4.9624 -0.11 0.00 0.38
C 3.0556 -3.4670 -5.7101 0.13 -0.02 0.13
C 4.0613 -3.2146 -4.8626 0.08 -0.18 -0.10
C 3.5706 -3.3607 -3.4494 0.08 0.14 0.52
C 3.8720 -2.2070 -2.5278 0.16 -0.35 -1.32
H 3.6843 -3.2109 1.9822 0.02 0.06 -0.03
H 5.2066 -3.3712 1.0827 0.00 0.02 -0.04
H 3.8863 -4.5297 0.8135 0.06 -0.05 0.07
H 0.2843 -4.0358 -2.6924 -0.18 0.10 0.03
H 0.8489 -3.8539 -5.4028 -0.01 -0.01 0.01
H 3.1306 -3.5001 -6.7859 -0.02 0.02 -0.01
H 5.0945 -3.0269 -5.1097 -0.01 0.00 0.01
H 4.0031 -4.2678 -2.9963 0.08 -0.04 -0.10
```
Forces are in eV/Å.

Which value of spin multiplicity does entry 2 give?
2

Among the records above, which one has the lowest expectation value of S²?
C34H41BGeN13O4SeTi

Which of these has the lowest charge?
C34H41BGeN13O4SeTi

What is the formula in the second record?
C34H41Br2Cl3N7O5PReSeSi